Run 1
C10H16 | ωB97M-V with the def2-TZVPD basis set

Calculated values
**SMILES**: CCc1ccccc1.CC
**Lowest unoccupied orbital energy**: 0.98 eV
**HOMO energy**: -9.0 eV
**Gap between HOMO and LUMO**: 0.367 Eh

XYZ file:
```
26
Properties=species:S:1:pos:R:3:mulliken_charge:R:1
C -1.70 -0.87 -3.45 -1.0979
C -1.04 -1.29 -2.14 -0.5182
C -0.34 -0.15 -1.42 0.5085
C 0.88 -0.30 -0.75 -0.2200
C 1.43 0.76 -0.06 -0.7657
C 0.92 2.05 -0.12 -0.4352
C -0.26 2.25 -0.82 -0.7834
C -0.87 1.13 -1.36 -0.1594
H -2.24 -1.76 -3.78 0.3420
H -0.98 -0.65 -4.25 0.3064
H -2.34 0.01 -3.39 0.3143
H -1.78 -1.64 -1.42 0.2629
H -0.31 -2.08 -2.32 0.3249
H 1.39 -1.24 -0.94 0.2735
H 2.22 0.56 0.64 0.5842
H 1.43 2.75 0.49 0.4235
H -0.68 3.23 -0.98 0.3940
H -1.82 1.29 -1.85 0.2526
C 0.91 -1.03 4.01 -1.0325
C 0.61 0.05 2.98 -0.3700
H 0.31 -1.89 3.72 0.2832
H 1.93 -1.43 4.04 0.3185
H 0.68 -0.74 5.04 0.2976
H 0.95 -0.24 2.00 -0.0940
H -0.46 0.23 2.95 0.2870
H 1.16 0.98 3.18 0.3032
```

Run 2
C10H16 | ωB97M-V with the def2-TZVPD basis set

Calculated values
**SMILES**: Cc1ccccc1.CCC
**Lowest unoccupied orbital energy**: 0.97 eV
**HOMO energy**: -8.9 eV
**Gap between HOMO and LUMO**: 0.362 Eh

XYZ file:
```
26
Properties=species:S:1:pos:R:3:mulliken_charge:R:1
C -1.12 1.93 1.15 -1.4318
C -0.17 0.87 1.75 0.7297
C -0.54 0.44 3.00 -0.7095
C 0.07 -0.79 3.41 -0.2304
C 1.11 -1.36 2.73 -0.5878
C 1.72 -0.59 1.69 -0.2444
C 1.10 0.52 1.23 -0.4504
H -2.18 1.62 1.27 0.3610
H -1.07 1.94 0.06 0.3158
H -0.90 2.85 1.68 0.3591
H -1.36 0.87 3.54 0.4057
H -0.42 -1.24 4.27 0.3254
H 1.40 -2.38 2.94 0.3858
H 2.59 -1.01 1.19 0.3445
H 1.55 1.04 0.39 0.4398
C -1.36 -0.87 -3.01 -1.1507
C -0.11 -0.66 -2.14 0.4823
C 0.96 0.11 -2.94 -1.3996
H -2.02 -0.02 -2.78 0.3153
H -1.96 -1.71 -2.68 0.3321
H -1.09 -0.87 -4.06 0.3060
H -0.29 -0.14 -1.20 -0.2105
H 0.48 -1.56 -1.87 0.2274
H 1.20 -0.38 -3.90 0.3929
H 0.55 1.05 -3.34 0.3344
H 1.87 0.31 -2.38 0.3579
```

Most stable: run 1 (next structure +0.0161 hartree)